# 1
# C4H4N4O

C4H4N4O in the gas phase (the ωB97M-V functional and the def2-TZVPD basis, the OMol25 dataset).

Atoms and positions in Å:
O 0.109 1.706 2.299
N -0.881 0.994 1.650
C -0.466 0.370 0.510
C -1.347 -0.563 -0.261
N -0.924 -1.496 -1.044
C 0.509 -1.777 -1.040
N 1.527 -0.917 -1.213
N 1.289 0.385 -1.176
C 0.478 0.958 -0.307
H 0.877 1.572 1.753
H -2.389 -0.442 0.004
H 0.721 -2.825 -0.988
H 0.497 2.034 -0.187

Cartesian forces (eV/Å) of the 2 atoms listed first:
-1.55 -0.16 -0.85
0.86 -2.69 -1.94

Values from the calculation:
Calculated total energy   -448.90033 Eh
HOMO energy   -9.44 eV
Orbital gap   8.22 eV
Relative energy (zero: lowest compared OMol25 entry of this formula, charge and spin)   512.3 kJ/mol
Multiplicity   1



# 2
# C55H49Cl3NO2P3Ti

A molecular structure, C55H49Cl3NO2P3Ti (the ωB97M-V functional and the def2-TZVPD basis, the OMol25 dataset).

Atoms and positions in Å:
Ti -0.720 0.311 0.190
C 3.495 -0.126 -0.788
N 3.458 0.366 -2.134
C 2.266 0.937 -2.685
P 0.630 0.318 -2.024
C 0.911 -1.490 -2.087
C 0.510 -2.226 -0.970
C 0.730 -3.588 -0.906
C 1.347 -4.234 -1.967
C 1.752 -3.512 -3.077
C 1.550 -2.142 -3.139
C -0.278 0.829 -3.531
C -0.502 2.206 -3.601
C -1.128 2.754 -4.702
C -1.545 1.928 -5.735
C -1.317 0.563 -5.673
C -0.681 0.007 -4.573
C 4.667 0.497 -2.819
C 5.825 -0.138 -2.358
C 7.023 -0.008 -3.033
C 7.106 0.730 -4.199
C 5.965 1.352 -4.673
C 4.766 1.251 -3.992
P 2.060 0.280 0.327
C 2.946 -0.248 1.843
C 3.474 0.609 2.801
C 4.078 0.082 3.930
C 4.149 -1.290 4.109
C 3.619 -2.147 3.158
C 3.013 -1.627 2.031
C 2.113 2.110 0.307
C 0.886 2.776 0.275
C 0.834 4.150 0.135
C 2.012 4.877 0.048
C 3.235 4.231 0.126
C 3.291 2.852 0.244
H 4.386 0.264 -0.270
H 3.566 -1.231 -0.767
H 2.229 0.703 -3.760
H 2.240 2.042 -2.594
H 0.002 -1.716 -0.130
H 0.419 -4.141 -0.032
H 1.515 -5.298 -1.923
H 2.232 -4.018 -3.902
H 1.893 -1.591 -4.004
H -0.189 2.839 -2.775
H -1.301 3.818 -4.754
H -2.055 2.351 -6.588
H -1.641 -0.076 -6.481
H -0.515 -1.060 -4.518
H 5.807 -0.752 -1.471
H 7.901 -0.499 -2.640
H 8.041 0.819 -4.726
H 6.006 1.931 -5.582
H 3.913 1.779 -4.384
H 3.404 1.681 2.672
H 4.490 0.749 4.672
H 4.615 -1.690 4.996
H 3.673 -3.216 3.300
H 2.572 -2.283 1.288
H -0.058 2.202 0.379
H -0.122 4.650 0.093
H 1.975 5.948 -0.073
H 4.151 4.804 0.091
H 4.252 2.360 0.289
C -4.048 2.401 1.437
C -5.017 1.276 1.625
C -6.375 1.531 1.733
C -7.292 0.504 1.876
C -6.857 -0.808 1.900
C -5.507 -1.090 1.797
C -4.583 -0.059 1.664
P -2.786 -0.390 1.593
C -2.658 -2.223 1.564
C -3.050 -2.754 0.329
C -2.917 -4.098 0.047
C -2.354 -4.936 0.996
C -1.988 -4.426 2.227
C -2.152 -3.081 2.549
C -1.807 -2.637 3.935
C -2.331 0.248 3.234
C -3.207 0.445 4.294
C -2.747 1.042 5.454
C -1.431 1.471 5.543
C -0.556 1.261 4.493
C -0.989 0.631 3.329
C -0.072 0.264 2.219
H -4.582 3.342 1.326
H -3.446 2.239 0.538
H -3.372 2.480 2.290
H -6.720 2.553 1.694
H -8.344 0.730 1.964
H -7.569 -1.613 1.994
H -5.176 -2.118 1.815
H -3.479 -2.093 -0.415
H -3.252 -4.483 -0.904
H -2.221 -5.987 0.783
H -1.574 -5.087 2.975
H -1.579 -3.499 4.559
H -2.638 -2.098 4.382
H -0.940 -1.978 3.936
H -4.240 0.135 4.215
H -3.413 1.170 6.293
H -1.079 1.948 6.445
H 0.480 1.561 4.584
H 0.201 -0.804 2.359
H 0.854 0.838 2.384
Cl -3.532 -0.691 -3.665
C -3.597 0.561 -2.429
Cl -3.821 2.150 -3.135
Cl -4.972 0.204 -1.344
C -2.371 0.485 -1.517
O -1.983 1.499 -0.909
O -1.857 -0.629 -1.319

Cartesian forces (eV/Å) of the 2 atoms listed first:
1.24 -0.21 -0.18
0.00 -0.46 0.04

Values from the calculation:
Calculated total energy   -5584.44153 Eh
HOMO energy (alpha / beta)   -9.96 / -9.96 eV
Orbital gap (alpha / beta)   7.50 / 7.74 eV
Relative energy (zero: lowest compared OMol25 entry of this formula, charge and spin)   101.5 kJ/mol
Multiplicity   2
Net charge   +1



# 3
# C25H18Br3ClF18MgNO6S

A molecular structure, C25H18Br3ClF18MgNO6S (the ωB97M-V functional and the def2-TZVPD basis, the OMol25 dataset).

Atoms and positions in Å:
O 3.844 2.972 -2.841
C 3.862 1.792 -2.876
Cl 5.088 0.865 -3.774
C 2.795 0.930 -2.179
C 2.676 1.247 -0.720
C 1.684 1.896 -0.123
C 0.508 2.323 -0.985
F 0.885 3.001 -2.072
F -0.034 1.142 -1.418
C -0.621 3.167 -0.358
F -1.130 2.496 0.668
F -0.081 4.302 0.033
C -1.713 3.498 -1.449
F -1.340 4.639 -2.025
F -1.741 2.593 -2.433
C -3.138 3.784 -0.881
F -3.808 4.470 -1.802
F -2.967 4.610 0.143
C -3.879 2.496 -0.353
F -3.866 2.628 0.973
F -3.195 1.381 -0.588
C -5.384 2.293 -0.704
F -6.065 3.412 -0.603
F -5.869 1.501 0.252
C -5.725 1.533 -2.025
F -5.155 0.316 -2.104
F -7.031 1.318 -1.980
C -5.478 2.270 -3.364
F -6.088 1.543 -4.303
F -6.034 3.443 -3.393
F -4.203 2.309 -3.690
C 1.831 2.036 1.384
O 1.606 3.009 2.048
C 2.366 0.781 2.039
C 3.327 0.121 1.417
C 3.857 -1.189 1.958
S 2.425 -2.320 1.656
O 1.687 -1.630 0.633
O 1.668 -2.487 2.864
C 3.801 0.682 0.109
O 4.939 0.636 -0.262
H 3.107 -0.111 -2.266
H 1.887 1.049 -2.754
H 1.956 0.455 2.982
H 4.116 -1.125 3.011
H 4.738 -1.567 1.439
H 2.841 -3.521 1.169
C -2.093 -1.817 2.717
Br -1.371 -0.800 1.281
Br -3.046 -0.632 3.949
Br -3.093 -3.334 2.073
H -1.276 -2.233 3.297
C -0.769 -0.609 -4.019
C -1.394 -1.831 -3.411
O -0.889 -2.926 -3.467
C -2.719 -1.644 -2.704
H 0.169 -0.890 -4.490
H -1.432 -0.185 -4.776
H -0.572 0.134 -3.247
H -3.482 -1.277 -3.391
H -2.621 -0.957 -1.860
H -3.017 -2.647 -2.336
N 5.500 -3.617 5.602
C 6.367 -4.648 5.363
C 5.802 -5.465 4.420
C 4.544 -4.902 4.074
C 4.389 -3.762 4.818
H 5.656 -2.870 6.254
H 7.307 -4.712 5.883
H 6.240 -6.365 4.024
H 3.834 -5.291 3.361
H 3.585 -3.045 4.859
F -4.815 -0.845 2.490
Mg -3.751 -3.819 -1.218

Cartesian forces (eV/Å) of the 2 atoms listed first:
0.29 -0.10 -0.14
-0.29 0.05 0.33

Values from the calculation:
Calculated total energy   -12047.18654 Eh
HOMO energy   -10.26 eV
Orbital gap   2.58 eV
Multiplicity   1
Net charge   +1



# 4
# C5H13NO2

2 unconnected molecules or ions with the total composition C5H13NO2 (the ωB97M-V functional and the def2-TZVPD basis, the OMol25 dataset).

Atoms and positions in Å:
C 0.997 0.108 0.048
C 1.015 -0.114 1.458
C 1.105 1.525 -0.463
C 1.528 -0.969 -0.868
H -0.434 -0.083 -0.224
H 1.289 0.738 2.077
H 0.518 2.208 0.151
H 1.272 -1.963 -0.504
H 1.440 -1.057 1.794
H -0.244 -0.276 1.683
H 0.766 1.610 -1.495
H 2.153 1.839 -0.423
H 2.620 -0.897 -0.906
H 1.150 -0.860 -1.885
C -1.643 -0.304 0.134
N -2.353 0.834 -0.352
O -1.970 -1.474 -0.607
O -1.564 -0.441 1.415
H -1.870 -2.215 0.004
H -2.663 0.713 -1.307
H -3.113 1.076 0.269

Cartesian forces (eV/Å) of the 2 atoms listed first:
-0.65 -0.07 -0.21
-0.66 -0.12 0.27

Values from the calculation:
Calculated total energy   -403.46687 Eh
HOMO energy   -9.26 eV
Orbital gap   9.70 eV
Relative energy (zero: lowest compared OMol25 entry of this formula, charge and spin)   288.1 kJ/mol
Multiplicity   1



# 5
# C32H31BrN3O2PS5Ta

A molecular structure, C32H31BrN3O2PS5Ta (the ωB97M-V functional and the def2-TZVPD basis, the OMol25 dataset).

Atoms and positions in Å:
Ta 0.577 0.362 0.381
N 0.915 -3.967 1.508
C 0.251 -3.720 2.695
C -0.134 -4.571 3.723
C -0.831 -3.996 4.764
C -1.138 -2.627 4.769
C -0.738 -1.786 3.754
C -0.011 -2.344 2.702
N 0.533 -1.782 1.550
C 1.027 -2.789 0.862
C 1.540 -2.589 -0.478
C 2.175 -3.451 -1.312
S 2.564 -2.660 -2.776
C 1.858 -1.233 -2.200
N 1.357 -1.323 -0.996
H 1.211 -4.865 1.167
H 0.092 -5.628 3.706
H -1.160 -4.614 5.588
H -1.706 -2.222 5.596
H -0.994 -0.737 3.762
H 2.427 -4.484 -1.141
H 1.825 -0.329 -2.788
S 0.624 1.120 2.628
C 1.893 0.215 3.450
C 1.882 0.110 4.837
C 2.881 -0.598 5.482
C 3.893 -1.193 4.739
C 3.914 -1.082 3.359
C 2.915 -0.366 2.703
S 2.949 -0.154 0.967
H 1.084 0.575 5.403
H 2.872 -0.686 6.559
H 4.679 -1.742 5.241
H 4.710 -1.537 2.785
Br -1.287 2.474 0.814
C -0.106 3.871 0.253
C -0.520 5.153 0.452
C 0.280 6.207 -0.024
C 1.428 5.925 -0.703
C 1.853 4.592 -0.914
C 3.029 4.332 -1.654
C 3.442 3.049 -1.837
C 2.724 1.988 -1.253
C 1.564 2.150 -0.526
C 1.098 3.501 -0.394
H -1.452 5.359 0.961
H -0.032 7.228 0.140
H 2.043 6.726 -1.094
H 3.585 5.166 -2.062
H 4.341 2.835 -2.400
H 3.176 1.007 -1.351
C -3.433 2.324 -3.240
C -4.230 1.741 -2.094
C -5.411 0.904 -2.534
O -3.396 0.960 -1.171
P -2.199 0.001 -1.493
S -1.680 -0.900 0.223
S -0.502 0.953 -1.997
O -2.833 -0.940 -2.589
C -2.258 -1.978 -3.441
C -1.437 -2.965 -2.640
C -1.498 -1.349 -4.590
H -4.087 2.968 -3.827
H -3.058 1.542 -3.905
H -2.593 2.918 -2.884
H -4.577 2.548 -1.447
H -5.106 0.115 -3.220
H -6.127 1.547 -3.047
H -5.909 0.459 -1.674
H -3.152 -2.473 -3.819
H -0.547 -2.485 -2.235
H -1.122 -3.776 -3.297
H -2.014 -3.386 -1.818
H -0.562 -0.905 -4.252
H -2.097 -0.578 -5.072
H -1.274 -2.115 -5.332

Cartesian forces (eV/Å) of the 2 atoms listed first:
-0.47 -0.35 0.06
0.01 -0.01 -0.09

Values from the calculation:
Calculated total energy   -6516.13632 Eh
HOMO energy   -9.83 eV
Orbital gap   6.48 eV
Relative energy (zero: lowest compared OMol25 entry of this formula, charge and spin)   0.0 kJ/mol
Multiplicity   1
Net charge   +1



# 6
# H31O16

16 unconnected molecules or ions with the total composition H31O16 (the ωB97M-V functional and the def2-TZVPD basis, the OMol25 dataset).

Atoms and positions in Å:
O -0.311 0.427 2.959
H -0.825 0.479 3.765
H 2.696 2.230 2.768
O 0.884 -4.150 -4.410
H 0.928 -3.245 -4.704
H -0.992 0.431 1.410
O -3.146 4.866 -0.501
H -3.368 3.972 -0.250
H -3.608 5.289 0.238
O 1.512 -1.857 -3.076
H 2.033 -2.402 -2.490
H 1.296 -0.971 -2.761
O -2.817 -0.719 2.647
H -1.858 -0.681 2.887
H -3.563 1.975 2.550
O -3.694 -4.003 2.205
H -2.802 -3.703 1.974
H -4.104 -3.152 2.013
O 3.779 2.245 -3.617
H 3.242 1.488 -3.338
H 4.349 1.809 -4.238
O 0.704 -1.630 1.951
H 0.361 -0.914 2.587
H 1.425 -1.337 1.394
O -1.346 0.234 0.490
H -1.394 1.077 0.034
O 0.582 -2.456 -0.717
H 0.346 -1.639 -1.156
H 0.326 -2.416 0.220
O 3.115 2.831 3.400
H 4.019 2.526 3.483
H -2.596 -0.419 1.743
O -3.978 2.554 1.901
H 4.099 -2.203 0.284
H -3.522 2.423 1.071
O 1.993 0.553 -1.941
H 1.684 1.460 -1.898
H 2.320 0.200 -1.126
O -2.309 1.479 -2.596
H -3.161 1.334 -2.973
H -2.386 0.957 -1.787
O 1.212 1.474 1.280
H 0.922 1.880 0.469
H 0.537 1.042 1.911
O 3.500 -2.326 -0.453
H 1.236 -4.416 -3.590
H 2.680 -2.596 -0.012

Cartesian forces (eV/Å) of the 2 atoms listed first:
-0.46 -0.61 0.06
0.24 0.57 0.13

Values from the calculation:
Calculated total energy   -1222.47038 Eh
HOMO energy   -7.23 eV
Orbital gap   9.45 eV
Relative energy (zero: lowest compared OMol25 entry of this formula, charge and spin)   262.1 kJ/mol
Multiplicity   1
Net charge   -1



# 7
# C12H31NO4

3 unconnected molecules or ions with the total composition C12H31NO4 (the ωB97M-V functional and the def2-TZVPD basis, the OMol25 dataset).

Atoms and positions in Å:
C -1.703 -2.163 0.930
O -1.352 -1.221 -0.074
C -1.750 -1.657 -1.343
C -1.106 -0.733 -2.427
N 0.397 -0.885 -2.247
C 1.319 -0.184 -3.227
C 1.316 1.399 -3.026
O 2.577 2.082 -2.972
C 3.117 2.045 -1.673
H -1.544 -3.224 0.737
H -2.787 -2.170 1.046
H -1.268 -1.801 1.862
H -2.839 -1.697 -1.374
H -1.431 -2.682 -1.530
H -1.300 0.323 -2.237
H -1.380 -1.118 -3.409
H 0.676 -0.890 -1.276
H 1.217 -0.581 -4.237
H 2.355 -0.481 -3.066
H 0.834 1.595 -2.069
H 0.668 1.753 -3.829
H 3.471 1.090 -1.285
H 2.370 2.365 -0.947
H 3.983 2.698 -1.564
C 1.618 -1.138 0.698
C 2.121 -1.002 2.124
C 2.940 -2.150 2.499
O 2.859 0.214 2.378
H 2.510 -1.172 0.072
H 0.989 -0.307 0.379
H 0.994 -2.026 0.600
H 1.293 -0.966 2.832
H 2.965 -2.098 3.587
H 3.972 -2.032 2.167
H 2.497 -3.077 2.136
H 2.543 0.603 3.197
C -1.306 1.802 1.462
C -2.712 1.673 0.887
C -3.812 1.635 2.009
O -3.189 2.602 -0.043
H -0.570 1.522 0.708
H -1.235 1.154 2.336
H -1.110 2.813 1.821
H -2.785 0.642 0.541
H -3.661 2.453 2.713
H -3.779 0.711 2.585
H -4.836 1.690 1.640
H -4.148 2.594 -0.087

Cartesian forces (eV/Å) of the 2 atoms listed first:
-1.04 0.77 0.28
0.47 -0.84 0.01

Values from the calculation:
Calculated total energy   -831.37247 Eh
HOMO energy (alpha / beta)   0.87 / -5.85 eV
Orbital gap (alpha / beta)   2.20 / 8.83 eV
Multiplicity   2
Net charge   -1



# 8
# C25H25BaF6N2O4S6Se2

A molecular structure, C25H25BaF6N2O4S6Se2 (the ωB97M-V functional and the def2-TZVPD basis, the OMol25 dataset).

Atoms and positions in Å:
Ba 1.072 0.439 -0.387
S 1.787 -0.238 2.582
C 1.812 -1.954 2.265
C 3.011 -2.681 2.404
C 3.074 -4.043 2.179
C 1.937 -4.752 1.802
C 0.743 -4.067 1.657
C 0.669 -2.691 1.880
S -0.877 -1.883 1.537
C -1.457 -1.374 3.194
C -1.254 0.077 3.527
C -0.734 0.485 4.751
C -0.562 1.837 4.974
C -0.902 2.734 3.971
C -1.439 2.235 2.791
C -1.785 3.130 1.640
S -0.282 3.399 0.632
C -0.915 3.633 -1.013
C -0.677 4.875 -1.603
C -1.018 5.115 -2.922
C -1.618 4.093 -3.652
C -1.876 2.869 -3.066
C -1.539 2.589 -1.731
S -1.921 1.041 -1.014
N -1.634 0.935 2.591
H 3.900 -2.131 2.686
H 4.021 -4.557 2.293
H 1.982 -5.819 1.623
H -0.159 -4.590 1.364
H -0.999 -2.025 3.937
H -2.530 -1.569 3.175
H -0.426 -0.249 5.483
H -0.138 2.190 5.906
H -0.752 3.799 4.094
H -2.148 4.102 1.973
H -2.510 2.629 1.001
H -0.203 5.646 -1.008
H -0.816 6.078 -3.374
H -1.885 4.252 -4.690
H -2.342 2.077 -3.639
F 2.070 3.748 -4.426
C 2.725 3.507 -3.294
F 3.982 3.934 -3.425
F 2.146 4.171 -2.301
S 2.710 1.697 -2.966
O 1.317 1.342 -2.913
O 3.531 1.094 -3.967
N 3.309 1.693 -1.498
S 4.156 0.463 -0.947
O 4.522 0.737 0.403
O 3.460 -0.756 -1.266
C 5.780 0.448 -1.863
F 6.004 1.639 -2.416
F 6.756 0.196 -0.991
F 5.813 -0.485 -2.805
C -0.692 -3.883 -2.524
Se -1.027 -1.988 -2.203
C -2.968 -2.139 -2.192
C -3.545 -2.848 -0.965
Se -4.145 -1.625 0.436
C -4.655 -3.077 1.629
H -1.069 -4.178 -3.501
H -1.149 -4.494 -1.746
H 0.385 -4.034 -2.493
H -3.225 -2.698 -3.092
H -3.334 -1.121 -2.310
H -2.804 -3.504 -0.503
H -4.405 -3.453 -1.258
H -5.365 -3.748 1.145
H -5.126 -2.642 2.508
H -3.766 -3.633 1.928

Cartesian forces (eV/Å) of the 2 atoms listed first:
-1.87 -0.50 1.28
0.13 0.05 -0.04

Values from the calculation:
Calculated total energy   -9194.99657 Eh
HOMO energy   -4.39 eV
Orbital gap   6.55 eV
Multiplicity   1
Net charge   -1